(1)
54
Properties=species:S:1:pos:R:3:forces:R:3:lowdin_charge:R:1 method="wB97M-V/def2-TZVPD" homo_lumo_gap_ev=9.15 charge=+1
O 0.41320 0.03112 -3.18454 -0.1 0.4 -1.0 -0.1167
C 0.31271 1.31165 -3.87956 0.0 0.7 0.1 -0.1841
C 0.25423 0.72659 -5.27534 0.0 -0.6 0.6 -0.0593
H 1.20117 1.90859 -3.68294 -0.1 0.2 0.0 0.1263
H -0.59405 1.85588 -3.61117 0.1 0.0 0.2 0.1137
C 0.34721 -0.61624 -4.48399 0.0 -0.3 -1.9 -0.5817
H 1.12726 0.95971 -5.90003 -0.5 -0.1 0.1 0.1225
H -0.70279 0.85691 -5.79913 0.5 0.1 0.1 0.1220
C 1.59036 -1.37136 -4.88253 0.1 0.0 0.1 -0.0203
H 2.48074 -0.74374 -4.77144 -0.1 -0.2 0.1 0.0952
H 1.49889 -1.62451 -5.94705 0.0 0.0 0.2 0.1014
H 1.67886 -2.29639 -4.31552 0.2 -0.1 0.1 0.0859
C -0.88740 -1.46096 -4.66984 -0.1 -0.1 0.1 -0.0214
H -1.79198 -0.89150 -4.41597 0.2 -0.2 0.0 0.0919
H -0.81420 -2.37197 -4.06763 -0.2 0.1 0.0 0.0885
H -0.94556 -1.74056 -5.73175 -0.1 0.0 0.3 0.1018
Hf -0.04708 -0.31034 2.49341 0.5 2.2 0.7 1.5072
C -1.81001 -0.69083 4.16487 -0.7 1.0 -0.3 -0.1567
C -1.47569 0.70388 4.14075 -1.4 -0.3 -0.2 -0.1494
C -1.87250 1.22659 2.85534 -1.2 -0.6 0.0 -0.1534
H -1.16435 1.30762 4.99521 0.1 -0.3 -0.5 0.1348
C -2.41450 0.13732 2.08493 -0.3 0.8 1.0 -0.1677
C -2.31028 -1.05658 2.86917 -0.6 0.4 0.3 -0.1725
H -2.68797 -2.04138 2.55990 0.3 0.6 0.3 0.1321
H -1.82705 -1.32414 5.05524 0.4 0.2 -0.5 0.1352
H -1.92168 2.28525 2.58139 0.4 -0.6 0.1 0.1324
H -2.94527 0.23336 1.13075 0.6 -0.2 0.4 0.1216
C 0.83926 -1.70481 4.28001 0.8 -0.4 -0.6 -0.1435
C 0.18529 -2.58483 3.35714 1.1 -0.4 -0.1 -0.1699
C 0.85116 -2.49615 2.09088 0.9 -0.1 0.8 -0.1690
H -0.59971 -3.31016 3.58825 0.2 0.6 -0.1 0.1325
C 1.95028 -1.57482 2.23072 0.0 -0.3 0.9 -0.1502
C 1.91201 -1.04308 3.58391 0.7 -2.0 -0.4 -0.1728
H 2.70673 -0.45304 4.04261 -0.6 0.0 -0.3 0.1288
H 0.65483 -1.61397 5.35725 -0.1 0.1 -0.7 0.1392
H 0.66672 -3.12864 1.22182 -0.1 0.3 0.3 0.1279
H 2.74226 -1.39393 1.49636 -0.6 0.1 0.3 0.1351
O 0.52742 0.87932 0.79468 -0.7 -1.2 -0.6 -0.2974
C -0.22634 -0.05108 -0.15070 0.4 1.4 -0.5 -0.1377
C -1.13497 0.93744 -0.86972 0.0 0.0 0.3 -0.1319
H -0.74729 -0.92980 0.32783 0.4 0.7 0.3 0.1206
H 0.52780 -0.40841 -0.85589 -0.2 -0.4 0.2 0.1315
C -0.11008 2.03957 -1.12141 0.7 -0.6 -0.5 -0.1633
H -1.93667 1.32655 -0.23710 0.1 -0.2 0.1 0.1069
H -1.58645 0.48253 -1.74922 0.2 0.2 -0.2 0.1253
C 0.58083 2.24899 0.19944 -0.5 -0.1 0.6 -0.0772
H -0.47901 2.92111 -1.62800 -0.1 0.3 0.3 0.1353
H 0.66665 1.59105 -1.73887 -0.2 0.3 -0.1 0.0838
H 0.04604 2.93821 0.86411 0.3 -0.3 0.0 0.1247
H 1.64396 2.49575 0.13331 -0.3 0.0 0.0 0.1453
F 1.37603 1.63326 4.84897 -0.1 0.0 -0.8 0.0217
C 1.17992 1.62122 3.47934 0.1 -0.2 0.1 -0.5046
F 0.61797 2.85732 3.20427 0.1 -0.6 0.1 0.0155
F 2.45309 1.71643 2.93755 -0.6 0.0 0.2 0.0145

(2)
54
Properties=species:S:1:pos:R:3:forces:R:3:lowdin_charge:R:1 method="wB97M-V/def2-TZVPD" de_lowest_kcal_mol=0.00 homo_lumo_gap_ev="7.86 / 8.91" multiplicity=2 s_squared=0.755
O 0.46086 0.16595 -4.57603 -0.1 0.0 -0.2 -0.1048
C 0.26206 1.47025 -5.16103 0.1 0.0 0.2 -0.1671
C 0.01766 0.87785 -6.54443 0.0 0.0 -0.1 -0.0794
H 1.15096 2.09785 -5.06423 0.0 0.0 0.0 0.1132
H -0.58664 1.99125 -4.71223 0.0 0.0 0.0 0.1117
C 0.23586 -0.49155 -5.87113 0.0 0.2 0.2 -0.5672
H 0.75576 1.13575 -7.29973 0.0 0.0 0.0 0.1098
H -0.97944 1.03195 -6.94893 0.0 0.0 0.0 0.1097
C 1.47326 -1.23735 -6.30883 0.1 0.0 0.0 -0.0230
H 2.33886 -0.57765 -6.31683 0.0 0.1 0.0 0.0877
H 1.34306 -1.64725 -7.31093 0.0 0.0 0.0 0.0902
H 1.68216 -2.06235 -5.62873 0.0 0.0 0.1 0.0870
C -0.98164 -1.38205 -5.80783 -0.1 0.0 0.0 -0.0233
H -1.85154 -0.82265 -5.46923 -0.1 0.1 0.0 0.0867
H -0.81614 -2.20475 -5.11323 0.0 -0.1 0.0 0.0864
H -1.20364 -1.80405 -6.78863 0.0 0.0 -0.1 0.0901
Ti -0.10094 -0.15765 3.43817 0.0 -0.3 0.0 0.8762
C -2.05884 -0.64835 4.68377 0.0 0.1 0.1 -0.1731
C -1.76104 0.71425 4.85767 0.0 0.0 0.0 -0.1540
C -1.93744 1.35185 3.60757 0.1 0.1 -0.1 -0.1641
H -1.42694 1.18845 5.76337 0.0 0.0 0.1 0.1164
C -2.34674 0.38185 2.67637 0.0 0.0 0.0 -0.1537
C -2.40384 -0.86075 3.32797 0.0 0.0 0.0 -0.1524
H -2.65884 -1.80565 2.87787 0.0 -0.1 0.0 0.1133
H -2.01884 -1.40065 5.45147 0.0 -0.1 0.1 0.1119
H -1.74184 2.38885 3.40517 -0.1 0.1 0.0 0.1065
H -2.53474 0.55495 1.63027 0.0 0.0 -0.1 0.1080
C 1.00496 -1.59685 4.98727 -0.2 -0.2 0.0 -0.1447
C 0.23476 -2.39425 4.10807 0.1 0.0 0.1 -0.1782
C 0.76426 -2.26055 2.80997 0.1 0.0 0.0 -0.1687
H -0.61064 -3.00135 4.37787 -0.1 0.0 0.0 0.1099
C 1.88286 -1.39625 2.89747 -0.1 0.0 -0.1 -0.1527
C 2.03246 -1.00285 4.23477 -0.1 0.2 0.0 -0.1562
H 2.74926 -0.29275 4.60217 0.1 -0.1 0.1 0.1085
H 0.83376 -1.46015 6.04157 0.0 0.0 0.1 0.1184
H 0.40656 -2.76295 1.92777 0.0 0.0 -0.1 0.1066
H 2.48236 -1.04555 2.07507 0.1 0.0 -0.1 0.1169
O 0.22426 0.44135 1.29587 0.1 0.2 0.1 -0.2594
C -0.14704 -0.43875 0.21277 0.1 0.0 0.1 -0.1756
C -0.45884 0.46475 -0.96273 -0.1 -0.1 -0.1 -0.1440
H -0.98834 -1.04555 0.53807 -0.1 0.0 0.0 0.1157
H 0.69676 -1.09845 0.00367 0.1 0.0 0.0 0.1273
C 0.46606 1.64805 -0.70913 0.1 0.1 -0.1 -0.1436
H -1.50054 0.78435 -0.93073 -0.1 0.0 0.0 0.1175
H -0.28624 -0.02805 -1.91673 0.1 0.0 -0.1 0.1071
C 0.39726 1.79515 0.79457 -0.1 -0.1 0.2 -0.1488
H 0.15456 2.55495 -1.22223 0.0 0.0 0.0 0.1187
H 1.48236 1.41255 -1.02483 0.0 0.0 0.0 0.1228
H -0.46214 2.38775 1.10967 -0.1 0.0 0.0 0.1246
H 1.28316 2.20475 1.26347 0.1 0.0 0.0 0.1173
F 0.46706 2.84875 3.67097 1.0 0.5 0.6 0.0067
C 1.06716 1.67215 4.06597 -1.5 -2.2 -0.9 -0.5148
F 2.33276 1.67435 3.50817 0.0 1.1 0.6 0.0064
F 1.17986 1.68715 5.44357 0.6 0.9 -0.6 0.0195

(3)
58
Properties=species:S:1:pos:R:3:forces:R:3:lowdin_charge:R:1 method="wB97M-V/def2-TZVPD" de_lowest_kcal_mol=0.00 homo_lumo_gap_ev=8.02
O -0.41975 0.52212 -0.73205 0.0 1.0 1.0 -0.1997
C 0.61973 0.72215 -1.72613 1.3 0.0 0.4 -0.1560
C -0.12235 1.89056 -2.37344 0.2 0.6 -0.6 -0.0893
H 0.72010 -0.18364 -2.34639 0.3 1.5 1.3 0.0377
H 1.58006 0.89843 -1.22865 -0.2 0.8 0.0 0.1088
C -1.18983 1.71546 -1.30401 -0.3 0.0 0.7 -0.4543
H -0.60597 1.78134 -3.35801 0.6 -0.1 0.7 0.0860
H 0.49342 2.81181 -2.43628 -0.7 -0.2 0.5 0.1325
C -2.49303 1.05592 -1.76310 0.3 -0.1 -0.2 0.0013
H -2.24187 0.10347 -2.27892 -0.2 0.5 0.5 0.0967
H -3.05538 1.64556 -2.48476 0.0 0.4 0.1 0.0903
H -3.12128 0.87007 -0.88424 0.1 -0.2 -0.4 0.0671
C -1.32343 2.96847 -0.40970 0.0 -0.7 0.3 -0.0045
H -0.33121 3.37622 -0.18442 -0.1 -0.3 0.1 0.0761
H -1.86104 2.74926 0.52901 0.3 0.2 -0.4 0.0661
H -1.83907 3.77459 -0.94892 -0.1 -0.4 -0.1 0.0981
Y 0.19829 -0.18913 1.65347 -1.8 1.3 0.9 1.5765
C 0.90097 1.59884 3.57863 0.5 -0.1 0.3 -0.1889
C 1.96754 0.67464 3.45651 0.4 0.6 -0.3 -0.1778
C 2.55244 0.83617 2.16103 -0.4 0.7 0.3 -0.1946
H 2.37666 0.07887 4.27086 -0.3 0.0 -0.5 0.0976
C 1.80585 1.85642 1.48059 0.6 0.1 0.6 -0.2258
C 0.80607 2.33152 2.38099 -0.2 0.4 -0.6 -0.2039
H 0.12306 3.18123 2.19075 0.4 -0.8 0.1 0.1062
H 0.31886 1.75950 4.49152 0.2 -0.2 -0.6 0.1150
H 3.48354 0.38660 1.82761 -0.3 -0.1 0.0 0.1061
H 2.08128 2.31861 0.53247 -0.2 -0.3 0.2 0.0960
C -1.61079 -0.26299 3.70418 -0.2 -0.2 -0.3 -0.1856
C -2.00905 0.88572 2.97322 -0.2 0.2 -0.3 -0.1930
C -2.50328 0.47065 1.70660 0.3 0.0 0.7 -0.2049
H -1.98813 1.92626 3.32946 0.0 -0.7 -0.2 0.1090
C -2.38750 -0.94260 1.65611 -0.7 -0.9 -0.7 -0.2099
C -1.85378 -1.40309 2.88504 -0.5 0.2 0.2 -0.1963
H -1.78058 -2.44123 3.21161 0.2 0.4 -0.3 0.0962
H -1.33559 -0.28913 4.76157 0.2 0.0 -0.6 0.1072
H -3.02994 1.10888 1.00015 0.4 -0.3 0.2 0.0750
H -2.84073 -1.59100 0.86494 0.7 0.7 0.8 0.1185
O 0.06304 -1.00568 -3.31646 -0.8 -2.3 -4.4 -0.1935
C -0.17989 -0.14817 -4.47728 0.0 0.8 -0.3 -0.1923
C 0.32469 -0.78071 -5.77597 -0.5 -0.4 1.0 -0.1461
H 0.37244 0.79497 -4.41121 0.3 -0.5 0.5 0.1003
H -1.23797 0.17656 -4.52678 0.4 -0.6 0.3 0.1298
C 1.27697 -1.87062 -5.26104 0.6 -0.1 -0.1 -0.1421
H 0.84767 -0.01803 -6.36564 -0.3 -0.4 0.0 0.1160
H -0.52825 -1.18204 -6.31484 0.2 -0.2 -0.3 0.1075
C 1.10256 -1.95343 -3.72884 -0.6 -0.3 0.1 -0.1410
H 2.30690 -1.53069 -5.45976 -0.3 -0.6 -0.1 0.1133
H 1.06759 -2.85065 -5.73727 0.4 0.6 0.3 0.1192
H 2.02028 -1.75263 -3.17072 0.1 0.5 -0.1 0.1187
H 0.82239 -2.95551 -3.39902 -0.4 0.1 -0.1 0.1201
F 1.69734 -3.80109 5.67421 -0.1 0.6 -0.6 0.1370
C 1.63545 -2.77732 4.80940 -0.1 0.7 0.2 -0.5890
F 0.64679 -1.92382 5.21093 0.9 -0.8 -0.2 0.0961
F 2.81223 -2.09754 4.87124 -0.8 -0.6 0.0 0.1005
S 1.28779 -3.34675 3.05243 -1.5 2.8 0.2 0.5718
O 2.45591 -4.03228 2.65446 0.6 -0.6 -0.4 -0.2470
O -0.00012 -3.96697 3.12362 0.4 -0.6 0.1 -0.2767
O 1.12189 -1.97408 2.36123 1.1 -2.4 0.6 -0.4818

(4)
52
Properties=species:S:1:pos:R:3:forces:R:3:lowdin_charge:R:1 method="wB97M-V/def2-TZVPD" de_lowest_kcal_mol=0.00 homo_lumo_gap_ev="7.94 / 5.91" charge=+1 multiplicity=6 s_squared=8.769
C -0.73731 0.12157 1.84162 0.8 -0.2 -0.1 -0.1330
C -1.00497 -1.21926 1.42851 0.1 0.2 0.2 -0.1408
C 0.23115 -1.82148 1.04966 0.1 0.1 0.0 -0.1513
H -1.97827 -1.71931 1.47467 0.5 0.2 -0.2 0.1186
C 1.27216 -0.84118 1.19516 -0.6 0.2 0.7 -0.1721
C 0.67722 0.36178 1.68760 -0.7 -1.1 0.4 -0.1589
H 1.20298 1.25018 2.00739 0.0 0.0 -0.2 0.1099
H -1.46160 0.81191 2.28848 0.3 -0.3 -0.4 0.1190
H 0.37707 -2.87538 0.79316 -0.1 0.6 0.0 0.1164
H 2.33638 -1.02085 1.07379 -0.2 0.0 -0.1 0.1153
Fe -0.13114 -0.16726 -0.50846 -1.0 0.0 0.6 0.8192
C -2.76887 -2.23004 -3.88267 0.3 0.4 -1.5 -0.1759
H -2.35151 -3.24941 -3.76203 -0.3 0.8 0.0 0.0538
H -2.23998 -1.66075 -4.67466 -0.6 -0.9 -0.4 0.0319
H -3.85549 -2.28227 -4.05835 0.4 -0.1 -0.2 0.0594
Si -2.47800 -1.08097 -2.48972 -1.0 -1.1 2.0 0.4472
C -3.66772 0.21680 -1.86394 0.3 0.5 -0.5 -0.3074
C -4.08947 0.50024 -0.56324 -0.4 0.0 0.2 -0.1171
H -3.63912 -0.01455 0.29839 -0.4 0.0 -0.4 0.0943
C -5.11446 1.43137 -0.35082 0.0 0.3 -0.2 -0.0762
H -5.51140 1.59755 0.65708 0.2 0.0 -0.4 0.1087
C -5.65648 2.14392 -1.43561 0.4 -0.4 -0.2 -0.0717
H -6.47141 2.84722 -1.28729 0.1 -0.1 0.1 0.1055
C -5.13483 1.95813 -2.72724 0.0 -0.1 0.3 -0.0715
H -5.52279 2.51935 -3.58159 0.1 -0.1 0.4 0.1099
C -4.12013 1.01921 -2.92365 -0.6 0.3 0.3 -0.1229
H -3.66264 0.89626 -3.90810 -0.3 0.0 0.1 0.0964
C -2.67266 -2.57489 -1.22487 0.3 -0.5 0.9 -0.2962
C -3.89409 -2.89157 -0.60449 -0.2 -0.3 0.1 -0.0989
H -4.69943 -2.15177 -0.58243 0.2 -0.3 -0.1 0.0948
C -4.13255 -4.15179 0.00021 0.5 0.3 -0.1 -0.0718
H -5.10694 -4.36630 0.46445 0.5 0.2 -0.3 0.1091
C -3.11763 -5.11929 0.02272 0.0 0.3 -0.1 -0.0879
H -3.29286 -6.09911 0.47790 0.0 0.4 -0.2 0.1061
C -1.86415 -4.81417 -0.53334 -0.1 0.5 0.0 -0.0836
H -1.04501 -5.54988 -0.49322 -0.5 0.4 -0.1 0.1087
C -1.66009 -3.55253 -1.12536 -0.2 -0.4 0.2 -0.1631
H -0.66594 -3.33901 -1.53048 -0.2 -0.1 -0.1 0.0907
H -1.03536 -0.78521 -1.85638 1.4 -0.4 1.3 -0.0521
H -1.64243 -0.00632 -3.15464 0.3 0.3 -0.9 0.0067
N 1.55614 0.33617 -1.52867 1.0 0.3 -0.7 -0.0410
C 1.95073 1.73984 -1.15423 0.5 -0.8 0.0 -0.1924
C 0.74558 2.65414 -1.16536 -0.7 0.2 0.0 -0.1775
N -0.47786 1.93519 -0.65854 -0.3 0.7 -0.4 -0.0053
H 1.45159 0.26261 -2.54405 -0.1 0.1 0.2 0.1218
H 2.28922 -0.33538 -1.28039 -0.1 0.4 -0.1 0.1131
H 2.38145 1.69299 -0.14640 -0.1 0.0 -0.3 0.1137
H 2.71097 2.09097 -1.85807 0.0 0.1 0.3 0.1286
H 0.93971 3.51453 -0.51140 0.0 -0.2 -0.4 0.1315
H 0.54883 3.02644 -2.17771 0.0 -0.1 0.3 0.1287
H -0.77035 2.34606 0.22566 0.1 -0.2 -0.1 0.1022
H -1.27887 2.08686 -1.28186 0.3 0.0 0.0 0.1074